Entry 1:
17
Properties=species:S:1:pos:R:3:nbo_charge:R:1 method="wB97M-V/def2-TZVPD" largest_force_ev_per_a=4.77 charge=0 smiles="C=NC.NCN" e_homo_ev=-8.293 orbital_gap_ev=9.291 de_lowest_kj_mol=306.6 total_energy_ev=-7756.907
C 1.458 -2.391 -0.016 -0.029
N 1.102 -1.328 0.518 -0.441
C 2.009 -0.180 0.636 -0.478
H 0.789 -3.275 0.112 0.177
H 2.267 -2.432 -0.782 0.142
H 1.968 0.305 1.696 0.236
H 3.083 -0.507 0.279 0.181
H 1.892 0.574 -0.237 0.219
N -0.991 0.183 -0.834 -0.910
C -1.176 1.257 0.024 -0.031
N -2.617 1.894 0.120 -0.849
H -1.870 -0.241 -1.235 0.376
H -0.184 -0.377 -0.608 0.391
H -0.436 2.015 -0.316 0.165
H -1.081 0.911 1.011 0.159
H -2.907 2.447 -0.596 0.347
H -3.307 1.145 0.227 0.344

=====

Entry 2:
18
Properties=species:S:1:pos:R:3:nbo_charge:R:1 method="wB97M-V/def2-TZVPD" largest_force_ev_per_a=8.51 charge=0 smiles="O=NN1CCC[C@@H]1C(=O)O" e_homo_ev=-9.988 orbital_gap_ev=10.080 de_lowest_kj_mol=528.8 total_energy_ev=-14432.263
O 2.541 0.625 1.268 -0.423
N 1.297 0.556 1.227 0.208
N 0.965 -0.168 0.220 -0.203
C 1.532 -0.854 -0.920 -0.266
C 0.215 -0.929 -1.785 -0.386
C -0.861 -1.417 -0.983 -0.445
C -0.586 -0.565 0.316 -0.180
C -1.445 0.625 0.208 0.730
O -2.729 0.467 0.000 -0.575
O -1.036 1.788 0.650 -0.638
H 2.333 -0.162 -1.421 0.252
H 1.877 -1.941 -0.709 0.220
H 0.266 -1.527 -2.954 0.239
H 0.068 0.289 -2.030 0.214
H -1.819 -1.331 -1.383 0.267
H -0.865 -2.542 -0.695 0.216
H -0.564 -1.181 1.336 0.272
H -0.458 1.479 1.373 0.498